Entry 1:
Computed, not measured: a structure of composition C30H74O28Tl in a non-equilibrium geometry, with ωB97M-V with the def2-TZVPD basis set.

* LUMO level: -6.59 eV
* maximum force: 5.3 eV/Å
* HOMO level: -10.47 eV
* gap between HOMO and LUMO: 3.875 eV
* ΔE to the lowest compared entry with this formula, charge and spin: 165.2 kcal per mole

Geometry as ORCA input:
```
! wB97M-V def2-TZVPD RIJCOSX def2/J DEFGRID3
* xyz 1 1
H -9.3721 -7.3385 -6.2890
O -2.7362 -1.9569 -9.7322
C -8.8854 4.0239 -3.5398
C 2.4903 8.4726 3.1714
O -0.8928 -10.3651 -1.6378
C -1.4682 -1.4462 -9.9016
O 2.2507 -3.4920 6.9713
H -0.8242 -1.8041 -9.0982
H 3.1900 -6.5809 6.1012
O 2.4559 6.6451 4.7776
H 6.6757 -4.5149 -3.2647
H -13.5105 1.4903 4.7523
H -0.5762 -7.5121 -1.3412
H 8.3118 7.1655 -3.4338
O -13.5085 2.0192 2.9097
H -2.0549 0.0122 -7.9590
C 7.4505 6.3928 -5.6573
H 2.1392 -3.1667 6.0750
H 2.1399 -5.2357 7.8679
C -7.7790 4.0785 -2.4951
O 1.8800 0.5656 -0.3263
O -8.6459 -7.2197 -5.6724
H 6.8509 5.9490 -6.4520
H -14.2051 2.5634 3.2843
H -12.5326 -0.4996 4.6593
Tl 6.8026 3.4110 2.7005
O 4.4920 -3.7177 -4.7776
H 6.8009 -4.9133 -5.2273
H 12.2710 3.5934 0.3764
O -4.9798 3.8446 3.9658
H 1.9096 6.1290 5.3750
C 11.0669 1.6729 -1.7811
H -9.9477 4.1038 -3.3092
O -6.3139 1.8523 5.6388
C -1.5224 -0.2631 -0.8295
C -0.2663 0.1830 -1.1202
H -2.7177 -2.8304 -10.1299
H -0.5217 0.4964 -9.9546
H -2.2517 0.5220 -10.6550
O -11.3396 -0.4404 2.9806
C 3.2148 -5.4980 5.9795
H -6.8964 4.2473 4.4747
C 1.6753 7.6808 4.2923
O 7.6636 7.7574 -6.0093
H 8.4226 5.8997 -5.6561
H 2.3865 -5.4098 4.2612
C 2.1125 -4.8291 6.8569
C 12.0346 1.9987 -0.6199
H -6.0404 -7.6570 -6.7967
C -0.9025 -8.1891 -0.5517
C -5.9538 3.1786 6.0593
H -11.9779 2.0075 4.1392
O 9.8933 1.1883 -1.2191
H 5.7690 -2.0154 -5.2493
C -12.5596 -0.1179 3.6386
O -2.9756 -1.3033 0.8893
H -4.6823 4.6721 3.5807
C -12.8417 1.3881 3.8976
O -2.1407 0.6354 -8.6841
H 12.2496 1.1582 0.0399
C 0.7293 0.2680 -0.1061
C 6.6472 6.5185 -4.2628
H 5.4057 0.4417 8.5219
C -5.9306 4.1593 4.9722
H -8.4072 3.1050 -5.0918
H 0.0419 0.2765 -2.1510
H -1.1269 -6.8783 0.8913
O 6.9877 3.0298 10.9547
C -1.5503 0.1379 -9.9143
O -0.4913 -7.5674 0.6845
H 6.8220 8.1836 -6.1871
H 3.3570 8.9785 3.5968
O 11.5231 3.0638 0.0905
H -1.9880 -8.2523 -0.6290
H 7.2590 3.1956 11.8605
H -4.9500 3.0259 6.4559
H -6.6827 3.5376 6.7859
H -1.5978 -10.7522 -1.1136
H -5.9329 5.1943 5.3139
H -6.8710 4.0128 -3.0947
H 6.7908 -0.2156 10.2359
H -5.7364 -8.8273 -5.4505
O 7.5557 6.6382 -3.1659
H -5.5766 1.5399 5.1092
H 0.7534 7.2912 3.8606
C 0.2282 0.1097 1.4217
H 0.7767 -9.4874 -0.7924
H 1.1296 -5.1030 6.4737
C -1.8855 -0.7145 0.5904
O -8.7708 2.8674 -4.2356
H -10.6728 -0.2794 3.6523
H -7.7204 -8.7522 -4.5372
H -8.7009 4.9338 -4.1109
H 5.9243 7.3333 -4.3017
H -1.0225 -1.7437 -10.8508
H 4.5921 -3.6046 -3.8295
H -1.2588 -0.7749 2.6426
O -2.3025 -0.4404 -1.8133
O -8.0058 3.0449 -1.5731
C -1.0266 -0.5077 1.6222
H -0.3622 -10.0687 0.3728
H -13.4493 -0.5718 3.2020
O 3.2020 -5.0812 4.6466
C -7.6719 -8.2666 -5.5118
H 8.3450 1.7305 10.0106
H 10.8762 2.5553 -2.3919
H -7.8386 -9.0743 -6.2246
H 1.4029 8.1927 5.2152
H 7.7436 -3.4602 -5.6683
C -0.2920 -9.5940 -0.6059
H 12.9579 2.3212 -1.1012
H 7.8958 1.3256 11.6910
O 7.1427 -3.7643 -3.6391
C 5.6422 -3.0825 -5.4319
H 11.4551 0.8766 -2.4162
H 1.8762 9.3096 2.8393
H 9.6263 0.2831 -1.3949
O 6.1913 0.9676 8.6893
C 7.5370 1.7244 10.7422
C -6.2321 -7.9048 -5.7527
H 2.3168 7.9076 1.2847
O 2.8586 7.6647 2.0390
H 6.0369 5.6185 -4.1870
C 6.4798 0.8177 10.0825
H 5.5570 -3.1548 -6.5161
H -7.8633 5.0457 -1.9996
H -7.3854 3.2006 -0.8571
C 6.9244 -3.8434 -5.0598
H 4.1743 -5.2366 6.4257
H 5.5867 0.9440 10.6944
H -5.0414 -6.4730 -5.3280
O 1.1020 0.2140 2.2821
O -5.8859 -6.7916 -5.0011
*
```

Here are the Löwdin charges for atoms 1 to 99, given in e: 0.081 -0.051 -0.316 -0.203 -0.055 -0.276 -0.035 0.112 0.114 -0.080 0.076 0.113 0.115 0.080 -0.050 0.071 -0.197 0.090 0.122 -0.261 0.139 -0.055 0.105 0.093 0.104 0.985 -0.075 0.118 0.090 -0.056 0.088 -0.245 0.126 -0.062 -0.295 0.172 0.092 0.104 0.118 -0.055 -0.255 0.121 -0.250 -0.101 0.118 0.089 -0.303 -0.272 0.121 -0.229 -0.246 0.116 -0.073 0.112 -0.225 0.133 0.082 -0.300 -0.095 0.119 -0.306 -0.215 0.079 -0.284 0.096 0.158 0.075 -0.065 -0.188 -0.089 0.081 0.110 -0.061 0.116 0.077 0.122 0.128 0.082 0.121 0.118 0.111 0.116 -0.078 0.076 0.109 -0.282 0.119 0.114 -0.292 -0.031 0.080 0.116 0.113 0.106 0.113 0.067 0.157 0.141 -0.042

=====

Entry 2:
Computed, not measured: a structure of composition C30H75B2BaF8O20P5 in a non-equilibrium geometry, with ωB97M-V with the def2-TZVPD basis set.

* LUMO level: 0.49 eV
* maximum force: 2.9 eV/Å
* HOMO level: -10.48 eV
* gap between HOMO and LUMO: 10.973 eV

Geometry as ORCA input:
```
! wB97M-V def2-TZVPD RIJCOSX def2/J DEFGRID3
* xyz 0 1
F -3.7017 0.2184 -2.7858
C -4.3711 0.9993 0.2095
B -2.3594 0.3141 -2.6302
P 1.4124 -3.5247 -1.4758
H 4.8441 -5.3062 0.2245
C -0.4171 -6.6960 -2.2807
O 1.3848 0.8509 -2.5482
O 1.8119 4.5349 1.9889
H -6.4135 0.2592 0.3456
H 3.2336 4.2159 -3.1260
H 0.1688 -1.9819 5.7148
O -1.5972 1.5903 1.5134
H -1.1466 5.6249 -1.8525
C 0.3551 -2.7236 3.7461
O 2.8565 -4.1243 -1.0079
C -3.1567 -4.0541 -0.6232
O -3.1529 3.3518 2.4302
F -1.7987 -0.8999 -2.1572
O 1.4992 2.5089 0.4016
H 4.1000 -1.6263 -3.0760
C -0.3897 4.8621 0.0998
H 5.6317 4.0270 -1.5040
C -5.8483 1.0761 -0.1281
H 2.3610 2.7680 3.0403
C 4.1807 -0.7183 -2.4427
C -1.2254 4.7484 -1.1364
C 1.5778 3.5785 3.0080
H 0.0761 -3.8343 5.6850
O 0.4356 -4.7110 -1.0958
H -0.2970 -7.7077 -2.2138
H -6.1320 4.8956 2.9427
C 0.7617 -6.0454 -1.5926
H -0.6269 0.0429 4.5815
H -1.9337 2.6978 4.5392
O -1.5392 -1.3904 1.5747
H 0.5583 -1.5825 3.5365
C -5.1743 -3.0371 3.9996
C 4.6086 -4.2728 0.5098
H 1.7644 1.5635 -7.0377
H -4.8999 -3.8927 3.3865
H 2.5589 -4.7804 1.0145
H 6.2794 -0.4388 -2.7807
H 5.7869 4.0223 0.1532
F 3.8784 0.8338 2.2600
H -0.6061 -4.0308 -3.4776
H -4.6450 3.0198 3.8217
H -2.5461 -3.5857 -1.3786
H 0.9388 -6.6238 -0.6645
O -3.1086 -1.9434 3.5718
H -1.0073 -3.0900 -5.0288
C 0.5364 -2.9651 5.2448
H 5.7719 -1.4988 -1.4407
F -2.0556 1.1840 -1.5822
H -0.5028 4.0804 0.8098
H 1.6501 -3.1259 5.3047
P -2.8771 1.7609 2.2265
H 1.5455 0.0280 -7.5166
H -4.0777 -3.4964 -0.4738
H 5.0497 -3.5370 -0.1747
C 1.0374 0.7630 -6.8987
C 1.4668 4.5440 -4.2593
O -2.9103 -3.5823 1.8042
C 0.8994 -2.7163 -4.0437
H -4.7874 -0.8366 3.8494
O 2.5723 2.3716 -4.1518
O 1.7068 -3.4927 -3.0418
H 4.8820 -4.0479 1.5224
H 5.5772 0.2131 -1.1787
C -0.2146 -3.6175 -4.4574
C -4.2122 3.8040 3.2477
H 3.6136 2.5859 -1.2242
O 2.0726 0.0752 -4.8720
F 2.9210 -0.3942 0.5329
H -4.8623 -3.1481 5.0706
C -2.0346 1.6495 4.6915
O 0.9445 -2.2676 -0.8561
H 0.0556 -4.4749 -5.0411
H -3.4784 -5.0451 -1.0638
H 1.1976 5.4543 3.9326
H 3.5502 -0.8602 -1.5973
H -3.7432 4.5532 3.9416
H 2.9346 -3.0356 0.7450
H -4.6812 -1.7271 2.2999
F -1.7824 0.6412 -3.8321
H 0.1688 1.2143 -7.4465
C 5.6009 -0.5746 -1.9096
P 1.8133 3.9468 0.4808
H 1.5851 -2.4379 -4.8207
H 1.8919 4.9139 -5.2936
P 2.4211 0.9216 -3.6014
O -2.9878 1.1812 3.6707
H 1.1356 -3.1772 3.1572
C 4.0386 3.0166 -0.3427
H -0.4669 5.8035 0.6108
C -4.4923 -1.8455 3.3851
O -4.2178 1.1502 1.6908
B 3.0635 -0.2969 1.9193
O 3.2568 4.2187 -0.0080
H 0.4988 4.0168 -4.3391
C 5.4520 3.3746 -0.6370
H -1.2873 -3.9909 0.5810
H 0.5360 -1.8155 -3.6058
C 1.6140 4.4510 4.3039
H 1.3139 5.4422 -3.5744
C 2.3082 3.6295 -3.4669
H 0.9301 4.0882 5.0783
P -2.0707 -2.4117 2.4755
H 6.0726 2.4272 -0.8210
H -0.0662 1.4841 3.6972
F 3.5401 -1.4439 2.4562
C 0.7851 0.3645 -5.4725
Ba 0.0876 0.1210 -0.0910
H -5.6047 3.8506 1.6696
C 3.1259 -4.0477 0.4131
C -2.3503 -4.2603 0.6657
H 3.8502 2.2926 0.4785
H -3.7945 1.8132 -0.2709
H -6.2514 -2.8850 3.8815
H -5.9600 1.0633 -1.1766
C -0.5924 1.1516 4.5855
H 1.7618 -5.9429 -2.0890
C -5.2436 4.5297 2.4427
H -4.7930 5.3812 1.9128
H 0.1352 -0.5591 -5.3238
O 3.8692 0.4835 -3.0945
H -2.5449 1.3230 5.6363
H -1.0091 3.8117 -1.6500
H -6.3355 2.0366 0.1804
H 1.7014 3.4496 -2.5646
O -0.9266 -3.1450 3.3140
H -0.0937 1.5859 5.4743
O 0.9614 4.9508 -0.3456
F 1.6874 -0.2077 2.4479
H -0.5601 -6.3800 -3.3221
H -1.3037 -6.4694 -1.7071
H 0.2719 1.1815 -4.8697
H 0.5711 3.1834 2.8500
H 2.6082 4.6715 4.7179
H -3.9762 0.0295 -0.1135
H -2.2420 4.8682 -0.8204
H -2.2234 -5.3537 0.8290
*
```

Here are the Löwdin charges for atoms 1 to 99, given in e: 0.178 -0.199 -1.393 0.435 0.086 -0.047 -0.324 -0.179 0.084 0.147 0.091 -0.357 0.106 -0.276 -0.199 -0.045 -0.183 0.032 -0.332 0.135 -0.266 0.078 -0.057 0.135 -0.277 -0.039 -0.262 0.063 -0.206 0.045 0.079 -0.224 0.072 0.089 -0.338 0.122 -0.066 -0.057 0.072 0.068 0.131 0.101 0.071 0.085 0.082 0.106 0.056 0.126 -0.176 0.100 -0.062 0.049 0.018 0.081 0.094 0.392 0.073 0.077 0.077 -0.075 -0.095 -0.171 -0.203 0.139 -0.144 -0.179 0.077 0.062 -0.056 -0.299 0.078 -0.181 0.055 0.102 -0.197 -0.392 0.069 0.085 0.098 0.081 0.136 0.088 0.120 0.154 0.098 -0.033 0.366 0.111 0.120 0.380 -0.192 0.102 -0.244 0.126 -0.307 -0.174 -1.251 -0.143 0.082

=====

Entry 3:
Computed, not measured: a cluster of 13 separate species, C30H75F2N10O22S2 in total in a non-equilibrium geometry, with ωB97M-V with the def2-TZVPD basis set.

* LUMO level: -11.04 eV
* maximum force: 6.5 eV/Å
* HOMO level: -16.47 eV
* gap between HOMO and LUMO: 5.434 eV
* ΔE to the lowest compared entry with this formula, charge and spin: 0.0 kcal per mole

Geometry as ORCA input:
```
! wB97M-V def2-TZVPD RIJCOSX def2/J DEFGRID3
* xyz 5 1
C -14.7153 16.5277 -16.0568
O -13.0204 21.7566 -10.5526
H -11.5635 12.8130 -14.8465
H -15.6227 15.9240 -16.0557
H -15.8719 22.8106 -13.3629
O -18.0699 23.2916 -11.6959
N -10.5376 24.7067 -11.9757
H -6.9033 18.1108 -9.1746
H -7.7122 19.3761 -6.6453
H -8.8321 23.4935 -11.6196
H -6.3620 19.9013 -7.6400
N -7.6295 18.5356 -8.5962
C -9.1468 21.7475 -9.5186
H -14.8215 19.3517 -10.5876
H -10.8581 11.0774 -16.8803
O -11.2517 20.8214 -17.0943
H -8.9946 24.5754 -20.1318
C -10.5829 17.6062 -19.3148
C -9.9095 24.0014 -20.0933
C -8.4959 17.8960 -16.8498
C -8.7116 17.5716 -8.2969
H -16.0667 21.4473 -10.4864
H -15.6905 21.2548 -8.8645
H -10.1173 14.3055 -15.8931
C -10.8980 24.0204 -16.4726
H -11.9024 23.8117 -16.8535
C -9.8747 23.3402 -11.8879
C -9.8628 11.2122 -16.4368
O -12.4045 23.8713 -13.1238
H -10.7232 12.6842 -13.5092
H -14.1234 16.5114 -16.9675
H -9.5412 12.0293 -17.0912
H -14.9562 17.5797 -15.8732
H -18.5573 20.8908 -16.4451
H -17.3951 25.8302 -13.3145
H -13.5602 14.7904 -12.6040
C -17.8697 19.8164 -18.1391
H -13.3994 23.3770 -15.2722
O -9.4252 10.8453 -14.1395
O -14.2555 23.0091 -15.5322
H -10.1421 14.8212 -14.1118
H -10.8970 18.5946 -19.6610
H -10.3447 25.3436 -11.1988
C -12.1734 20.9142 -17.9926
H -7.8179 18.5932 -16.3618
C -12.9782 25.3298 -11.3564
H -8.7746 14.0127 -14.7953
H -10.1779 20.3415 -10.1090
N -14.2503 16.6017 -13.5224
N -10.5948 12.8233 -14.5158
H -10.7783 22.6820 -18.6492
H -7.5507 16.2040 -7.0521
F -11.0118 17.1586 -12.5587
C -18.9761 20.3889 -18.9600
H -9.1706 22.6639 -18.5822
H -9.1251 15.6292 -7.4412
H -18.2248 19.3158 -16.1637
H -9.7418 19.4353 -17.4303
H -19.2610 25.3982 -14.9212
N -9.9434 23.3109 -18.7387
O -17.0394 19.0710 -18.5128
C -9.8748 11.5212 -14.9869
H -14.1939 18.9842 -8.2742
O -13.9742 24.8234 -16.8001
N -17.8781 20.1522 -16.6343
H -13.3922 19.3924 -11.2419
H -6.2750 18.2633 -6.9565
H -9.2963 10.3053 -16.6215
O -12.0395 21.1195 -13.9965
H -19.9093 19.8962 -18.6744
H -15.1273 17.1287 -13.5211
H -17.7672 24.3709 -15.1123
O -11.7516 17.2082 -17.2223
O -15.9707 23.8896 -16.6828
H -10.6000 23.1512 -15.8867
H -10.2111 25.2043 -12.8117
C -15.2771 21.7111 -9.7689
H -15.3358 22.7884 -9.6641
N -9.8694 18.4995 -17.0243
H -7.9130 15.5883 -8.6641
O -13.1883 20.0171 -17.8431
N -18.0888 25.0947 -13.1470
C -17.4031 23.9821 -12.3870
O -12.7596 15.6026 -15.0322
H -10.2917 18.7318 -16.1194
H -12.4967 19.2645 -8.8277
H -10.1079 23.1952 -20.7946
H -13.2978 24.7601 -10.4827
H -7.9784 19.3742 -9.1436
O -10.4054 19.2558 -11.6702
O -12.1414 21.6699 -18.9708
H -10.8558 24.9832 -15.9660
C -16.4832 20.6504 -16.2466
C -13.4742 18.8445 -9.0715
H -12.7517 19.5695 -17.1016
N -12.6611 18.9303 -12.7997
O -9.7999 18.0122 -8.0997
H -8.1371 17.8408 -17.8752
C -15.9802 23.7119 -12.7550
C -10.8247 17.6355 -17.8184
S -10.9812 18.7517 -12.8522
C -6.9408 19.0343 -7.3278
H -15.3431 15.0136 -12.7777
S -12.7656 19.9052 -14.0163
O -8.1319 20.9639 -9.6782
C -12.0443 24.5533 -12.2253
C -9.9548 24.3124 -17.6092
H -12.5118 26.2537 -11.0120
H -11.1332 16.7651 -19.7183
H -13.6370 17.3927 -13.1844
H -10.8273 24.5861 -20.1139
O -10.3529 18.7677 -14.1268
H -13.2842 17.8242 -9.3902
H -16.5929 21.1659 -15.2994
H -9.5090 17.5431 -19.4871
C -8.2978 16.2075 -7.8476
C -18.6362 24.6179 -14.4940
H -13.8446 25.5534 -11.9707
H -10.3906 22.7195 -11.1595
H -19.3044 23.7866 -14.2809
O -10.4000 21.1787 -9.6770
N -13.8640 19.6194 -10.3269
C -14.7658 24.0011 -16.3125
C -13.9601 21.1262 -10.2104
H -8.5153 16.9605 -16.3053
H -15.8585 19.7690 -16.1612
H -9.9379 22.9146 -12.8851
H -19.0386 21.4752 -18.8696
H -18.7672 20.1668 -20.0034
H -16.1777 21.3182 -17.0489
H -18.8064 25.5397 -12.5654
H -15.5806 24.5102 -13.3817
O -9.2063 25.2284 -17.6509
H -15.3426 23.5415 -11.8917
O -13.0037 19.1871 -15.2305
C -14.3967 15.4725 -12.5107
C -9.8593 14.0874 -14.8618
C -13.8097 16.1395 -14.9306
F -14.2815 20.4037 -13.7372
O -9.0249 22.9160 -9.2149
H -14.3703 15.9901 -11.5571
*
```

Here are the Löwdin charges for atoms 1 to 99, given in e: 0.051 0.181 0.174 0.118 0.092 0.184 0.133 0.180 0.118 0.121 0.114 0.068 -0.796 0.163 0.116 -0.095 0.105 0.077 0.053 0.041 -0.419 0.095 0.110 0.098 0.021 0.070 0.035 0.038 0.154 0.179 0.101 0.101 0.074 0.170 0.183 0.095 -0.399 0.056 0.233 0.014 0.085 0.120 0.189 -0.753 0.115 0.046 0.118 0.033 0.069 0.092 0.088 0.106 -0.193 0.048 0.176 0.102 0.180 0.153 0.119 0.067 0.199 -0.382 0.116 -0.003 0.097 0.095 0.104 0.121 -0.203 0.117 0.167 0.079 0.151 -0.071 0.083 0.191 0.035 0.099 0.072 0.099 0.074 0.101 -0.391 0.150 0.106 0.101 0.106 0.103 0.103 -0.197 0.030 0.098 0.033 0.071 0.031 -0.314 0.153 0.099 0.031